C16H40O6Zr | the ωB97M-V functional and the def2-TZVPD basis

As for the total energy: -1132.17538 a.u. The multiplicity is 1. The calculation puts the gap between HOMO and LUMO at 8.74 eV.

Geometry as XYZ:
```
63
Properties=species:S:1:pos:R:3:mulliken_charge:R:1
H 1.2553 -4.7868 0.5663 0.302
C -4.4537 0.9675 0.6440 -1.248
O -1.1130 -0.5095 -1.7299 -0.191
H 0.6964 3.8657 1.6942 0.190
H 0.6400 3.1584 -1.2649 0.180
O -0.3956 -2.5637 0.4144 -0.838
H -2.5233 2.6553 1.9442 0.161
O -2.1248 0.0478 0.9762 -1.032
H -4.8205 0.0790 0.1301 0.318
C 4.1387 -0.8666 -1.7189 -1.472
H -0.6077 4.2573 0.5092 0.254
H 4.0519 0.2007 -1.9224 0.255
H 4.6628 -1.0552 -0.7820 0.332
H 2.8678 -2.4860 -1.3022 0.149
H 0.6927 -4.5327 -1.1029 0.206
H 2.9906 3.7978 -0.6190 0.455
C -2.9407 1.8269 2.5165 -1.057
C 0.9239 1.2024 3.9933 -1.072
H 0.0494 -5.8096 -0.1780 0.421
H -2.2313 1.6008 3.3126 0.181
H 2.8580 2.1042 -0.8446 0.001
H 0.1361 1.8247 3.5687 0.119
C 2.7204 -1.4678 -1.6622 0.580
H -3.6974 -0.1709 2.2485 0.198
H 2.0718 -0.5680 -3.4474 0.192
O 0.4003 1.8092 0.1610 -0.101
H -2.4369 1.0833 -3.4774 0.483
H -0.2456 -0.0619 -3.5640 0.433
C -3.2517 0.6097 1.6320 0.314
H 0.5404 -1.0604 3.0071 0.254
C 2.4772 2.9190 -0.2288 -1.092
H -1.7318 -1.0369 -2.2403 0.183
C 2.2336 -1.5774 -3.0693 -1.319
C -0.5371 0.4645 -2.6551 0.051
H -5.3202 1.4394 1.1072 0.395
C -2.1012 -4.0937 -0.4070 -1.367
H 2.8779 2.7760 0.7747 0.268
H -2.0646 1.9258 -2.0367 0.133
H 2.5118 -0.1429 3.2330 0.349
H -1.1411 2.2716 -3.5764 0.391
H 1.2804 -2.1058 -3.0484 0.208
C 0.9759 3.0174 -0.2376 0.370
O 0.7226 -0.4716 2.2711 -0.391
H -3.7971 2.2298 3.0572 0.458
Zr -0.0718 -0.3987 0.2655 2.679
H 4.7146 -1.3243 -2.5232 0.437
H 1.0149 5.0939 0.4532 0.435
H 1.6410 1.9148 4.4010 0.398
H 2.0361 1.0620 2.0597 -0.124
C 0.4666 4.1785 0.6756 -1.226
H -2.0410 -4.0225 -1.4930 0.273
H -0.9849 -4.2067 1.4848 0.224
C -0.7776 -3.9232 0.4529 0.388
H 0.3718 0.9460 -2.2943 0.079
H -4.0978 1.6483 -0.1293 0.245
H -2.8931 -3.4532 -0.0186 0.300
H 0.5907 0.6208 4.8528 0.431
C -1.5984 1.5189 -2.9341 -1.342
H -2.4569 -5.1066 -0.2183 0.463
C 0.3826 -4.7758 -0.0867 -1.247
C 1.6531 0.3969 2.8337 0.169
O 1.8194 -0.8320 -0.7762 -0.714
H 2.9899 -2.1038 -3.6516 0.528
```


C35H32N2O3Tl | the ωB97M-V functional and the def2-TZVPD basis

As for the total energy: -1860.42609 a.u. The charge is +1. The multiplicity is 1. The calculation puts the gap between HOMO and LUMO at 5.38 eV.

Geometry as XYZ:
```
73
Properties=species:S:1:pos:R:3:mulliken_charge:R:1
H -7.3138 -1.7255 -2.2556 0.420
C -3.7190 -3.0538 -1.7123 -0.260
H 7.7782 -2.8020 -1.9241 0.400
H -1.9735 -2.4352 0.3903 0.300
C 3.7331 1.3589 1.2305 0.168
H -2.6961 -3.3872 -1.6048 0.349
C -4.8773 1.6483 2.4274 -0.933
H 0.1791 0.6443 4.3310 0.454
C 3.3362 0.8617 -0.0061 -0.059
C -4.0452 -1.7284 -1.5330 0.573
H -0.1690 4.0560 -1.1222 0.445
H -1.2066 3.0794 -2.2032 0.389
O 2.1424 -0.7337 -1.3001 -0.963
C -0.3214 1.9546 -0.6236 0.855
H 7.6018 -1.7805 0.3251 0.414
H 3.9157 0.6862 2.0575 0.601
C 4.5398 -1.8040 -2.0124 -0.539
C 3.1941 1.7624 -1.0602 -0.254
H -5.5221 3.6387 1.9695 0.442
H -3.4189 1.6151 -1.1672 0.764
H 3.6773 -1.7932 -2.6633 0.417
C -0.9578 -1.0109 1.6351 0.998
H 3.3089 3.7998 -1.7123 0.456
H -5.3145 1.6540 3.4159 0.472
C -3.8427 1.6487 -0.1738 0.037
H -1.9657 -0.0145 3.2552 0.334
C 4.4290 -1.2374 -0.7508 -0.114
C -6.3114 -2.0989 -2.0959 -0.683
H 0.5503 2.9349 -2.2806 0.263
C -4.1963 0.5402 1.9762 -0.304
H -4.5116 -4.9639 -2.2572 0.417
H 5.8101 -2.8005 -3.4217 0.406
C -3.6728 0.5291 0.6680 1.139
H 0.5790 1.3128 1.0634 0.245
C 3.7531 3.6113 0.3795 -0.620
C -1.0201 -0.2734 2.8018 -0.305
C -2.2377 -1.5725 0.9947 -1.601
C 1.3641 -0.2872 2.8073 -0.194
C 3.4065 3.1194 -0.8747 -0.888
O -2.9907 -0.8007 -1.1480 0.038
C 3.9242 2.7222 1.4302 -1.177
N 0.1837 -1.3664 1.0510 -0.148
C -0.2965 3.0906 -1.6091 -1.547
H -2.8898 -1.9011 1.8082 0.869
N 0.3914 2.1291 0.5022 -0.237
H 3.9175 4.6706 0.5281 0.409
C -4.4828 2.7687 0.3101 -1.194
C 0.1772 0.0894 3.4022 -1.200
O -0.9794 0.9329 -0.8449 -0.374
H 2.3068 -0.0390 3.2704 0.434
C 2.6307 -1.4408 0.9542 -2.230
H -5.5138 -0.1635 -1.5644 0.459
H -4.1143 -0.3362 2.6046 0.467
C 5.7399 -2.3649 -2.4330 -0.876
C 6.8439 -2.3655 -1.5963 -0.494
H -4.5894 3.6459 -0.3128 0.480
H 5.4983 -0.7728 1.0609 0.225
H 2.5155 -2.4650 0.5945 0.658
C 6.7437 -1.7943 -0.3345 -1.058
C 3.0844 -0.6239 -0.3045 2.597
C -4.7369 -3.9188 -2.0943 -0.744
H 2.9057 1.3718 -2.0273 0.529
C -6.0281 -3.4443 -2.2805 -0.602
Tl 0.2032 -1.6332 -1.7304 0.669
C -2.9748 -0.5942 0.1563 -0.143
C -5.3091 -1.2148 -1.7115 -0.277
C 5.5469 -1.2331 0.0808 0.005
H -6.8142 -4.1240 -2.5788 0.427
H 4.2254 3.0860 2.4046 0.433
H 1.1117 2.8382 0.5171 0.104
C -5.0022 2.7635 1.6013 -0.421
C 1.3504 -1.0097 1.6102 0.242
H 3.4161 -1.4559 1.7101 0.633
```


C31H42AsBN12O4PS2Y | the ωB97M-V functional and the def2-TZVPD basis

As for the total energy: -5601.51614 a.u. The multiplicity is 1. The calculation puts the gap between HOMO and LUMO at 7.99 eV.

Geometry as XYZ:
```
95
Properties=species:S:1:pos:R:3:mulliken_charge:R:1
C -3.8924 -3.4615 -2.1789 -0.942
C 0.9837 1.3344 -5.3717 -0.932
C -0.2492 -4.1301 -3.4411 -0.096
H -5.2394 0.2709 -1.8293 0.276
C -2.8760 3.4826 -3.2565 -0.855
N 0.9474 2.0863 1.4547 1.253
C -0.5425 -0.8151 4.1925 0.010
H 2.7229 1.6368 8.6288 0.294
C 4.5414 -1.0205 1.6674 -1.714
H 5.5510 -1.3922 1.6230 0.508
C -0.4209 -4.1144 -2.0378 0.160
H 4.6027 -2.3204 -0.6865 0.404
H -0.8311 2.8272 -3.6054 0.447
H 3.4778 -1.9944 -5.1346 0.277
H -5.0293 -0.5664 -4.6742 0.334
C 1.9433 0.7470 6.8419 0.614
H 1.7293 0.8563 -6.0094 0.331
H -2.9792 4.0137 -4.1910 0.443
C 0.8655 3.4123 1.2811 0.428
H 3.7004 -2.4016 -3.4181 0.205
C 2.3674 -0.5908 6.6853 -1.260
B 1.5225 0.4514 3.2698 0.211
C 0.0417 -3.0228 -1.3329 0.460
Y 0.3038 0.2146 -0.0441 -0.006
H 0.0518 0.7633 -5.4090 0.340
C 0.4644 4.0597 -0.0013 -1.022
H 0.8786 3.5538 -0.8696 -0.048
C 3.7842 -1.6021 -0.7217 -0.754
N 0.2138 -0.3964 3.1645 1.076
C 3.9001 -0.4511 2.7423 -0.203
H 1.0770 1.0297 8.7807 0.285
H -4.3850 -2.1650 -5.0957 0.372
H 1.1652 5.1360 2.6432 0.488
H -3.3870 -3.5732 -1.2217 0.111
C -1.6993 2.8515 -2.9647 -0.601
H -0.6229 4.0582 -0.1019 0.072
N -1.6850 -5.9798 -0.8093 -0.627
As -3.8941 -1.6182 -2.7181 0.551
N 1.9589 0.3553 4.7297 0.580
O -0.3713 1.6049 -1.5975 0.396
H -4.9199 -3.8165 -2.1016 0.492
C -4.9961 -0.7103 -1.4257 -0.908
N 2.4481 -0.4777 1.0712 0.762
N 1.2774 1.8919 2.7662 0.089
H -0.2894 -0.5616 5.2094 0.407
H -2.2003 -1.7259 0.3178 -0.224
C -2.5221 2.0695 -0.8709 0.659
N 2.6405 -0.1598 2.3807 0.556
H 2.0703 -2.4119 -4.1380 0.227
H 2.8836 -2.1173 -1.0556 -0.092
H 3.9369 1.3839 -2.2160 0.312
H 2.5724 -1.6820 4.7564 0.572
N -0.3227 -0.8408 2.0004 -0.075
H -2.3645 -2.0557 4.2548 0.486
H -5.9095 -2.0394 -4.1745 0.398
C -1.4050 -1.5585 2.3085 0.268
C 1.4019 3.0719 3.3893 0.085
H -4.5184 2.6516 -0.4124 0.528
H -3.3523 -4.0408 -2.9250 0.329
O 2.9255 -0.5218 -3.8224 -0.468
N -0.0974 -4.1188 -4.5861 -0.604
C -3.9156 3.4161 -2.3239 -0.316
H 4.2580 -0.2457 3.7359 0.601
N -1.5453 2.1843 -1.8047 0.695
C -4.9277 -1.5973 -4.3426 -1.172
S -2.0088 -0.7628 -2.9608 -0.479
H -1.8562 -3.2700 1.1067 0.335
C -2.2240 -2.2548 1.2715 -0.717
H 1.6498 3.1025 4.4347 0.602
H 4.0313 -0.8415 -1.4598 0.048
H 0.8077 2.3458 -5.7313 0.293
C 2.3550 -0.7957 5.3321 -0.290
H -3.2608 -2.3194 1.6019 0.406
C -3.7364 2.7222 -1.1553 -1.173
H 3.2738 1.8225 -0.6181 0.318
O 1.4610 1.4436 -4.0226 -0.404
P 1.5282 0.0374 -3.2164 0.433
H -5.9073 -1.2782 -1.2384 0.497
H 0.7994 5.0968 -0.0027 0.466
C -1.5852 -1.5657 3.6957 -1.893
H 2.6625 2.6196 -2.0977 0.240
H 1.3867 2.5180 7.8741 0.344
S -2.2136 1.1800 0.5530 -0.479
C 1.7730 1.5266 8.1037 -1.284
C 1.1513 4.0724 2.4753 -1.982
C 3.5899 -1.0264 0.6420 0.240
N 1.6898 1.2987 5.6696 -1.144
H 2.6427 -1.2981 7.4500 0.420
H -4.8571 3.9116 -2.5221 0.403
N 0.4269 -2.1138 -0.7222 0.000
O 2.0410 0.6645 -1.7617 1.066
C 3.0443 1.6930 -1.6741 -1.207
C -1.1020 -5.1458 -1.3558 -0.027
H -4.4255 -0.5839 -0.5052 0.118
C 3.0439 -1.9163 -4.1402 -0.622
```


C6H17NO2S2Si2 | the ωB97M-V functional and the def2-TZVPD basis

As for the total energy: -1819.54064 a.u. The multiplicity is 1. The calculation puts the gap between HOMO and LUMO at 9.74 eV.

Geometry as XYZ:
```
30
Properties=species:S:1:pos:R:3:mulliken_charge:R:1
H -0.0382 -5.4503 1.9216 0.338
C 0.0828 1.9057 0.2729 -0.549
H 2.9138 0.3303 -0.2505 0.208
H 2.1453 -4.1149 1.1564 0.386
C 0.1175 -3.4166 1.2538 0.868
H 1.8913 -2.4368 0.5934 0.129
O -2.6433 1.1359 -0.2856 -0.194
C -0.6226 -4.7305 1.3456 -1.203
H -1.3354 3.5423 -2.0798 0.069
O -0.3565 -2.3865 1.6690 -0.547
N 1.9127 0.3967 -0.0602 -0.415
H -0.0386 1.9025 1.3622 0.343
H 1.4020 -3.8178 -0.4161 0.309
H -1.5863 -4.5766 1.8245 0.311
H -0.7723 -5.1461 0.3475 0.327
C 2.4257 2.7980 -0.2392 -1.295
S -0.6438 0.1720 -2.5029 -0.287
Si -3.2891 2.6295 -0.4560 0.477
H 0.1069 1.2437 -2.7829 0.094
H -3.0393 3.3944 0.7810 -0.136
H -0.9853 -0.6527 0.2427 -0.171
S -2.6556 3.7398 -2.1655 -0.246
H 3.4399 2.4918 -0.5016 0.415
Si -1.0783 0.6208 -0.4570 0.648
C 1.4817 -3.4443 0.6068 -0.922
H -0.1323 2.9178 -0.0871 0.332
H 2.4635 3.4188 0.6593 0.294
H 2.0346 3.4174 -1.0508 0.303
C 1.5365 1.6039 -0.0189 0.299
H -4.7372 2.5117 -0.6826 -0.186
```


C44H38BCl2F48N3O10 | the ωB97M-V functional and the def2-TZVPD basis

As for the total energy: -8354.41305 a.u. Its SMILES is COB(O)[C@@]1(N=C=O)[C@@H](/C(Cl)=C(/C)Cl)NC(=O)[C@@H]1c1ccncc1.FC(F)C(F)(F)COC(F)(F)C(F)F.FC(F)C(F)(F)COC(F)(F)C(F)F.FC(F)C(F)(F)COC(F)(F)C(F)F.FC(F)C(F)(F)COC(F)(F)C(F)F.FC(F)C(F)(F)COC(F)(F)C(F)F.FC(F)C(F)(F)COC(F)(F)C(F)F. The multiplicity is 1. The calculation puts the gap between HOMO and LUMO at 8.15 eV.

Geometry as XYZ:
```
146
Properties=species:S:1:pos:R:3:mulliken_charge:R:1
H -6.3908 9.8640 0.3096 0.394
H -6.8831 4.4393 0.9233 0.440
C 0.8702 4.7405 -4.2059 0.195
F 6.6006 -1.2710 5.8872 -0.291
H 0.5520 -6.0508 -3.5083 0.314
C 9.2854 -7.2063 5.1501 0.736
H -7.8946 -1.6928 2.2460 0.248
F -4.1720 11.4089 3.2863 -0.286
H 1.9564 4.7303 -4.0848 0.222
F 1.1134 5.1498 -6.5284 -0.298
F -4.6163 -1.8567 0.2360 -0.304
F -1.1373 0.1518 -5.3010 -0.351
F -1.4801 5.5558 0.9668 -0.255
H 0.5544 -5.1135 -0.6748 0.410
H -0.4582 -9.8129 -6.9185 0.279
C -3.8405 -0.8689 0.7575 0.800
C 10.1550 -5.9984 5.5279 0.205
F -4.0317 6.2704 -1.2852 -0.193
H 0.2574 1.2855 -6.7850 0.413
H 2.8090 -3.0140 2.7645 0.345
H -5.4235 10.6229 -0.9128 0.453
F -8.3795 0.2248 1.9940 -0.256
F 0.3397 3.9013 -3.2836 -0.160
H 4.4081 -3.5537 4.7379 0.017
O 4.1531 -5.9039 -5.4605 -0.520
F 11.4199 -6.1332 5.0468 -0.265
F -3.6996 10.7455 0.6510 -0.305
C 5.3430 -1.1747 5.3759 0.770
C -5.9356 4.7098 0.4418 -0.554
C -3.9620 -0.8894 2.2889 -0.691
C -2.7450 5.6907 1.4479 0.133
H 5.3273 -3.4407 -2.4493 0.105
H -1.3889 -1.3308 -1.1241 -0.188
C -5.1527 10.9278 2.4775 0.231
C -0.8281 1.4437 -4.9652 1.044
C -4.8910 11.3083 1.0267 0.856
C -6.2536 -0.4123 2.8843 0.744
H 3.8134 -8.8684 -3.4330 0.162
C 1.1320 -3.4112 -2.5779 -0.021
Cl 0.5283 -3.3334 -4.3333 -0.185
F 5.6391 1.0579 4.5721 -0.260
H -5.6646 5.6715 -2.2479 0.277
F 5.4138 -1.6828 4.1194 -0.248
C -7.4294 -0.7475 1.9553 0.174
F -8.0103 10.8581 1.4423 -0.264
H 3.5385 -3.7697 6.2222 0.482
F -4.7214 12.6504 0.8864 -0.290
C -3.6146 4.4828 1.0701 0.752
C 2.4484 -2.5566 4.8602 0.694
F 1.9402 -1.5504 5.6210 -0.293
F 9.6663 -4.8433 5.0150 -0.200
F -5.8758 7.0477 0.7719 -0.264
C 6.9644 -6.9793 4.5218 -0.891
F 9.3097 -7.4790 3.8208 -0.266
C -5.3695 6.3653 -1.4558 0.121
F 1.2826 -1.7618 2.9517 -0.259
O 0.8847 -7.9572 -0.9936 -0.620
H -3.4382 1.2458 0.4453 0.140
F -5.3939 0.9037 0.3454 -0.199
C 7.5305 -5.3238 2.6242 0.029
H 6.0169 -7.2498 5.0033 0.449
C 0.4619 -8.3003 -5.2486 -0.337
C 0.5716 -2.3947 -1.5994 -0.205
F -1.8951 3.3983 -4.0899 -0.232
O 0.8712 3.0116 -5.9697 -0.411
F 7.0242 -4.6414 4.8519 -0.268
F 7.2973 -4.0643 2.1695 -0.257
F 0.1146 1.3520 -3.9892 -0.261
O 6.2464 -6.9201 -2.7790 -0.525
C 2.5033 -2.1698 3.3886 0.150
H -5.1811 9.8425 2.6073 0.167
N 1.6313 -10.5579 -6.1610 -0.493
N 1.5256 -5.4268 -0.9726 -0.135
C 2.8883 -8.9728 -4.1617 -0.241
F -9.1419 13.3020 2.1590 -0.257
F 5.4219 -5.4615 3.6319 -0.333
C 1.2647 -6.8081 -1.5598 0.356
H -8.2860 14.0562 0.5236 0.238
C 0.4739 -9.6195 -6.1989 -0.211
C -0.2036 2.0961 -6.2080 -0.814
C -0.5635 -1.2673 -1.9843 -0.042
C -8.1259 13.2608 1.2559 0.192
H -3.6659 0.0625 2.7455 0.377
O 4.5305 -2.0275 6.1792 -0.389
N 3.7057 -6.4325 -1.9598 -0.636
F -3.5903 4.2101 -0.2592 -0.251
C 2.2209 -4.4746 -1.9682 -0.222
F 1.5672 -3.5977 4.9904 -0.323
F -6.3115 11.4419 2.9474 -0.226
F -0.8477 4.4878 -5.8810 -0.256
C 3.7843 -3.0175 5.4629 -0.346
F 9.7580 -8.3234 5.7674 -0.297
C -2.0970 2.1119 -4.4538 -0.018
F -2.5639 1.4763 -3.3469 -0.144
H 7.2354 -6.0176 1.8321 0.274
C -4.1346 0.4747 0.1045 0.300
H 3.6074 -11.0135 -5.1506 0.262
C 5.4739 -3.4603 -3.6339 -0.479
H -0.1475 -0.1576 -1.9291 0.180
H -0.9575 2.5185 -6.8830 0.357
H -2.8917 2.0883 -5.2045 0.249
F -4.0179 0.3895 -1.2470 -0.275
F 8.8683 -5.4187 2.7948 -0.225
C 5.0074 -6.5818 -2.3705 0.688
F -9.1721 11.6963 -0.1859 -0.294
F 3.3482 -1.1408 3.1540 -0.266
C 6.7578 -5.5853 3.9098 1.150
C 1.5771 -6.5458 -3.1819 -0.158
O -6.9558 11.7825 -0.3396 -0.432
F -7.0377 -0.8554 0.6626 -0.185
H 10.2115 -5.8870 6.6138 0.251
H -0.4993 -7.6022 -5.3119 0.183
O 7.9309 -7.0714 5.5742 -0.407
F -6.6760 -0.4123 4.1781 -0.301
H 3.1400 -3.8554 -1.5880 0.294
Cl 1.1650 -2.3615 0.1955 0.071
C 0.4792 4.3412 -5.6362 0.725
O -4.9691 4.6176 1.4942 -0.399
H 7.1154 -7.7532 3.7600 0.337
C 2.9040 -5.6009 -2.9830 0.904
F -5.6027 7.6248 -1.9105 -0.265
H 6.0414 -2.4640 -3.8950 0.259
F -6.9896 13.5438 1.9377 -0.210
H 4.9598 0.7012 6.4126 0.247
B 3.7567 -5.0804 -4.2890 0.673
F -3.1420 3.3657 1.6874 -0.283
H 3.5587 -5.5664 -6.2174 0.307
H -1.1332 -1.4648 -2.9872 0.284
H -5.7846 3.9359 -0.3200 0.244
C -5.9528 10.8281 0.0255 -0.738
O 4.1906 -3.6392 -4.3347 -0.517
H -2.6885 5.8021 2.5338 0.226
C 1.6375 -7.8606 -4.1598 0.149
O -5.2014 -1.3721 2.8190 -0.431
C 2.7095 -10.2241 -5.1878 -0.215
H 6.2312 -4.3391 -3.9157 0.238
C -6.1422 6.1038 -0.1702 0.825
F -2.5503 -1.2136 0.4513 -0.449
F 3.5989 0.4250 4.9932 -0.204
C -8.0532 11.8918 0.5639 0.769
F -5.7411 0.8246 2.6617 -0.255
F 0.4191 5.9871 -3.9026 -0.255
C 4.8836 0.2903 5.4026 0.110
H -3.2175 -1.6095 2.6492 0.411
F -7.4781 6.2276 -0.4481 -0.349
F -3.2337 6.8458 0.9350 -0.182
```


CH3BrO2P | the ωB97M-V functional and the def2-TZVPD basis

As for the total energy: -3105.75147 a.u. The charge is -1. The multiplicity is 3. The calculation puts the gap between HOMO and LUMO (spin up / spin down) at 3.73 / 3.76 eV.

Geometry as XYZ:
```
8
Properties=species:S:1:pos:R:3:mulliken_charge:R:1
P -1.6387 0.1568 -0.2462 -0.011
H 0.8342 0.5214 -0.5372 0.249
Br 4.2969 0.4837 -0.0119 -0.025
O -2.3396 -0.9465 -0.8679 -0.464
H 0.2545 0.0246 1.1627 0.225
H 0.6794 -1.1690 -0.1960 0.354
O -2.2860 1.1122 0.6506 -0.436
C 0.1993 -0.1832 0.0460 -0.891
```


Among the records above, which one has the highest multiplicity? CH3BrO2P